(1)
Computed, not measured: an isolated ion of composition C9H22BClN2O2P and charge -1, with the ωB97M-V functional and the def2-TZVPD basis.

Each line ends with the Löwdin charge.
CARTESIAN COORDINATES (ANGSTROEM)
C 0.672 0.134 3.233  -0.120
C -0.697 -0.470 3.520  -0.335
N -0.761 -1.884 3.177  -0.075
B -0.525 -2.232 1.700  -1.191
Cl -1.310 -3.959 1.434  0.465
C -1.200 -1.245 0.600  -0.235
C -0.967 -1.686 -0.862  -0.253
C -0.808 -0.538 -1.866  -0.197
C 0.405 0.335 -1.612  -0.192
N 0.389 1.555 -2.474  -0.136
C 1.690 1.721 -3.166  -0.073
C 0.178 2.744 -1.693  -0.484
C -0.928 3.654 -2.177  -0.001
O 0.831 3.034 -0.713  0.090
P 1.419 -2.486 1.314  0.672
O 1.848 -3.684 0.508  -0.556
H 0.784 1.095 3.734  0.064
H 0.803 0.303 2.163  0.043
H 1.461 -0.543 3.559  0.053
H -1.462 0.142 3.019  0.096
H -0.889 -0.361 4.594  0.096
H -1.686 -2.224 3.406  0.058
H -2.281 -1.261 0.780  0.090
H -0.895 -0.202 0.710  0.067
H -1.834 -2.268 -1.172  0.098
H -0.117 -2.366 -0.955  0.085
H -1.728 0.053 -1.878  0.108
H -0.700 -0.958 -2.869  0.105
H 1.301 -0.240 -1.853  0.119
H 0.512 0.619 -0.568  0.096
H 1.659 2.627 -3.773  0.082
H 1.848 0.856 -3.800  0.083
H 2.500 1.817 -2.439  0.088
H -1.655 3.790 -1.382  0.083
H -0.484 4.632 -2.369  0.079
H -1.386 3.296 -3.090  0.071
H 1.920 -1.299 0.693  -0.021
H 2.095 -2.500 2.567  -0.022

Computed properties:
HOMO energy = -4.36 eV
Gap between HOMO and LUMO = 7.182 eV
Charge = -1

(2)
Computed, not measured: a 2-piece molecular cluster, C9H22BFN2O5P overall, with the ωB97M-V functional and the def2-TZVPD basis.

Each line ends with the Löwdin charge.
CARTESIAN COORDINATES (ANGSTROEM)
C 2.214 0.327 1.246  -0.035
C 1.877 -0.376 -0.052  -0.408
O 2.627 -1.601 -0.121  -0.058
C 0.392 -0.678 -0.179  -0.223
O -0.327 0.513 -0.256  -0.098
B -1.780 0.438 -0.463  -0.848
C -2.161 0.121 -2.073  -0.149
C -2.412 -1.305 -2.359  -0.304
N -1.549 -2.120 -2.833  0.058
C -2.543 -0.543 0.594  -0.161
C -4.068 -0.419 0.603  -0.215
C -4.808 -1.471 1.431  -0.206
F -3.997 -2.060 2.405  -0.081
P -2.369 2.318 -0.202  0.712
O -2.169 3.062 1.089  -0.528
H 1.500 1.135 1.405  0.087
H 2.139 -0.384 2.071  0.085
H 3.227 0.731 1.232  0.047
H 2.171 0.257 -0.898  0.141
H 2.092 -2.237 -0.601  0.069
H 0.087 -1.282 0.692  0.134
H 0.236 -1.293 -1.081  0.113
H -3.059 0.693 -2.344  0.079
H -1.326 0.480 -2.680  0.100
H -3.421 -1.660 -2.099  0.103
H -1.949 -3.054 -2.895  0.023
H -2.171 -0.343 1.603  0.107
H -2.269 -1.584 0.378  0.096
H -4.345 0.574 0.960  0.092
H -4.440 -0.500 -0.423  0.096
H -5.177 -2.289 0.808  0.103
H -5.653 -1.037 1.969  0.103
H -3.737 2.372 -0.626  -0.025
H -1.854 3.036 -1.326  -0.017
C 7.614 1.361 0.492  0.039
N 6.230 1.555 1.013  -0.452
O 5.728 0.641 1.628  0.075
O 5.707 2.624 0.773  0.065
H 7.946 0.371 0.777  0.090
H 7.567 1.483 -0.586  0.097
H 8.230 2.143 0.926  0.094

Computed properties:
HOMO energy = -4.76 eV
Gap between HOMO and LUMO = 6.964 eV
Charge = -1

(3)
Computed, not measured: a 2-piece molecular cluster, C9H22BN2O2S overall at a distorted geometry, with the ωB97M-V functional and the def2-TZVPD basis.

Each line ends with the Löwdin spin population.
CARTESIAN COORDINATES (ANGSTROEM)
N 2.832 -2.749 1.409  0.001
B 4.233 -3.043 1.128  0.000
O 5.064 -3.513 2.105  0.000
S 5.013 -2.760 -0.575  0.000
H 2.566 -1.803 1.147  0.000
H 2.222 -3.356 0.868  0.000
H 4.730 -4.301 2.555  0.000
H 4.696 -3.994 -0.990  0.000
C 1.189 2.435 -0.266  -0.001
C -0.241 1.909 -0.228  0.026
C -0.898 2.079 -1.600  0.017
C -2.270 1.420 -1.680  0.001
C -2.161 -0.068 -1.355  0.016
C -1.473 -0.362 -0.014  0.025
N -0.209 0.447 0.116  0.387
O 0.805 -0.144 -0.391  0.514
C -2.441 -0.086 1.147  0.004
C -1.098 -1.839 0.060  -0.002
C -0.979 2.725 0.838  0.003
H 1.765 1.992 -1.074  0.000
H 1.151 3.516 -0.414  0.000
H 1.703 2.231 0.674  0.000
H -0.243 1.634 -2.357  0.002
H -0.962 3.146 -1.823  0.002
H -2.970 1.915 -1.002  0.000
H -2.677 1.540 -2.686  0.001
H -3.152 -0.529 -1.332  0.002
H -1.600 -0.563 -2.154  0.002
H -1.901 0.003 2.090  0.002
H -3.137 -0.921 1.232  0.000
H -3.042 0.808 1.005  0.000
H -0.481 -2.142 -0.782  0.000
H -2.018 -2.426 0.046  0.000
H -0.557 -2.059 0.981  0.000
H -0.416 2.722 1.773  0.001
H -1.983 2.379 1.052  0.000
H -1.060 3.757 0.494  0.000

Computed properties:
Expectation value of S² = 0.754
Spin multiplicity = 2
HOMO energy (alpha / beta) = -8.27 / -8.70 eV
Gap between HOMO and LUMO (alpha / beta) = 8.689 / 9.113 eV
Charge = 0

(4)
Computed, not measured: a 2-piece molecular cluster, C9H22BNO5P overall at a distorted geometry, with the ωB97M-V functional and the def2-TZVPD basis.

Each line ends with the Löwdin charge.
CARTESIAN COORDINATES (ANGSTROEM)
C 3.260 -0.216 -2.728  -0.048
C 3.644 0.358 -1.317  -0.188
O 2.445 0.312 -0.503  0.047
B 1.988 1.565 -0.139  -0.694
O 2.492 2.128 1.046  0.215
N 0.967 2.379 -0.916  -0.194
C 1.691 3.272 -1.913  -0.014
P -0.320 1.405 -1.745  0.995
C -0.638 -0.195 -0.838  -0.242
C -1.881 2.426 -1.436  -0.236
H 4.155 -0.488 -3.306  0.088
H 2.636 0.543 -3.247  0.061
H 2.590 -1.074 -2.541  0.086
H 4.346 -0.379 -0.880  0.134
H 4.118 1.354 -1.374  0.127
H 2.203 3.044 1.081  0.103
H 0.501 3.029 -0.270  0.145
H 2.292 2.681 -2.620  0.095
H 0.953 3.894 -2.449  0.108
H 2.308 3.960 -1.301  0.118
H -1.711 -0.431 -1.002  0.046
H -0.365 -0.204 0.230  0.053
H -0.087 -0.980 -1.391  0.050
H -2.713 1.704 -1.524  0.054
H -1.842 2.787 -0.384  0.050
H -1.974 3.266 -2.139  0.042
C -2.250 -4.068 3.653  -0.016
C -1.994 -3.117 2.506  -0.332
C -2.167 -1.665 2.864  -0.096
O -2.564 -1.089 1.613  0.031
C -3.166 -2.072 0.896  -0.570
O -3.780 -1.885 -0.103  0.161
O -2.971 -3.283 1.469  0.099
H -3.302 -4.056 3.942  0.097
H -2.017 -5.091 3.356  0.090
H -1.638 -3.814 4.520  0.094
H -1.006 -3.304 2.073  0.159
H -1.243 -1.211 3.222  0.138
H -2.958 -1.488 3.596  0.144

Computed properties:
HOMO energy = -12.77 eV
Gap between HOMO and LUMO = 9.526 eV
Charge = +1

(5)
Computed, not measured: a 3-piece molecular cluster, C9H22FNO8S2 overall at a distorted geometry, with the ωB97M-V functional and the def2-TZVPD basis.

Each line ends with the Löwdin charge.
CARTESIAN COORDINATES (ANGSTROEM)
C 0.836 3.251 1.066  -0.067
C 0.479 1.788 1.233  -0.241
O -0.333 1.553 2.409  -0.260
S -1.879 1.899 2.314  0.567
C -2.398 1.007 3.739  -0.121
O -2.412 1.284 1.136  -0.278
O -2.072 3.298 2.537  -0.272
H -0.040 3.851 0.826  0.072
H 1.561 3.359 0.259  0.079
H 1.268 3.646 1.985  0.084
H -0.030 1.397 0.352  0.114
H 1.380 1.198 1.385  0.107
H -2.202 -0.049 3.582  0.074
H -3.465 1.185 3.854  0.076
H -1.856 1.384 4.602  0.074
C 3.668 -1.483 -2.326  -0.070
C 4.705 -1.908 -1.306  -0.249
O 5.381 -0.782 -0.703  -0.263
S 4.610 0.009 0.440  0.563
C 5.990 0.898 1.073  -0.120
O 4.147 -0.928 1.418  -0.274
O 3.691 0.928 -0.158  -0.279
H 2.828 -0.977 -1.853  0.072
H 3.289 -2.358 -2.853  0.082
H 4.104 -0.796 -3.051  0.085
H 4.267 -2.528 -0.522  0.114
H 5.496 -2.484 -1.781  0.121
H 6.705 0.189 1.481  0.075
H 5.613 1.554 1.854  0.078
H 6.429 1.480 0.268  0.076
N -6.710 -2.916 -1.926  0.138
C -5.923 -1.813 -1.520  -0.562
O -5.972 -1.267 -0.437  0.128
O -5.124 -1.349 -2.527  -0.018
C -3.743 -1.650 -2.320  -0.149
C -3.058 -0.436 -1.705  -0.177
F -1.696 -0.503 -1.935  -0.046
H -6.309 -3.781 -1.607  0.092
H -7.647 -2.820 -1.571  0.089
H -3.621 -2.517 -1.678  0.130
H -3.300 -1.860 -3.284  0.127
H -3.256 -0.394 -0.643  0.101
H -3.462 0.440 -2.197  0.128

Computed properties:
Structure (SMILES) = CCOS(C)(=O)=O.CCOS(C)(=O)=O.NC(=O)OCCF
HOMO energy = -9.98 eV
Gap between HOMO and LUMO = 10.530 eV
Charge = 0

(6)
Computed, not measured: C9H22NbO2 as an isolated structure at a distorted geometry, with the ωB97M-V functional and the def2-TZVPD basis.

Each line ends with the Löwdin charge.
CARTESIAN COORDINATES (ANGSTROEM)
C -0.642 -0.601 3.839  -0.114
O -0.574 0.757 3.480  -0.187
C -1.702 1.182 2.741  -0.277
C -1.406 2.484 2.050  -0.181
C -0.175 2.425 1.114  -0.213
C -0.011 1.066 0.454  -0.388
C 1.021 1.052 -0.697  -0.413
Nb 1.242 -1.128 -1.419  1.364
C 1.317 -3.315 -2.029  -0.386
C 0.788 -0.509 -3.602  -0.345
C -0.561 -0.872 -3.977  -0.488
O -0.949 -1.981 -4.205  -0.040
H -1.674 -0.936 3.923  0.081
H -0.162 -0.729 4.801  0.077
H -0.115 -1.239 3.133  0.084
H -2.062 0.428 2.053  0.113
H -2.517 1.342 3.458  0.117
H -1.242 3.243 2.801  0.100
H -2.282 2.717 1.457  0.107
H -0.305 3.157 0.327  0.097
H 0.704 2.703 1.676  0.102
H -0.965 0.733 0.060  0.063
H 0.311 0.306 1.150  0.047
H 1.954 1.425 -0.279  0.017
H 0.689 1.683 -1.519  0.014
H 3.044 -0.862 -1.768  -0.148
H 1.769 -1.523 0.294  -0.134
H -0.530 -1.315 -0.972  -0.098
H 2.294 -3.769 -1.887  -0.047
H 0.581 -3.822 -1.407  -0.048
H 0.996 -3.473 -3.054  -0.041
H 1.004 0.542 -3.758  0.024
H 1.462 -1.122 -4.191  0.040
H -1.306 -0.048 -4.044  0.099

Computed properties:
HOMO energy = -4.36 eV
Gap between HOMO and LUMO = 6.926 eV
Charge = -1